[1]
{"formula": "C3H4O3", "method": "ωB97M-V/def2-TZVPD", "e_lumo_ha": 0.0121, "homo_lumo_gap_ev": 8.571, "charge": 0, "multiplicity": 1, "symbols": ["O", "C", "C", "O", "C", "O", "H", "H", "H", "H"], "xyz": [[1.016501, 1.405403, 0.197710], [1.388094, 0.259241, -0.107348], [0.534252, -0.802370, -0.450714], [-0.776189, -0.346092, -0.872114], [-1.471481, 0.273431, -0.022429], [-1.212076, 0.359726, 1.233013], [2.457738, -0.031752, -0.060104], [0.826759, -1.645214, -1.060417], [-0.323935, -0.052682, 1.375472], [-2.415470, 0.690252, -0.356923]], "atomic_forces_ev_per_a": [[0.088, -0.137, -0.152], [-0.011, -0.150, 0.122], [0.156, 0.156, -0.166], [-0.202, 0.138, 0.214], [0.038, -0.061, 0.178], [0.012, -0.126, -0.372], [-0.155, 0.066, 0.030], [-0.003, 0.102, 0.133], [-0.011, 0.030, 0.003], [0.087, -0.017, 0.010]]}

---

[2]
{"formula": "C3H4O3", "method": "ωB97M-V/def2-TZVPD", "e_lumo_ha": [-0.0195, -0.0050], "homo_lumo_gap_ev": [7.565, 8.405], "charge": 0, "multiplicity": 1, "symbols": ["O", "C", "C", "O", "C", "O", "H", "H", "H", "H"], "xyz": [[0.321169, -1.066628, -1.723622], [0.333029, -0.054511, -0.817298], [0.605882, -0.482039, 0.588965], [1.487077, 0.068101, 1.198469], [-1.087030, 1.288884, 0.400003], [-1.210464, 0.495434, 1.294240], [0.263691, -1.948228, -1.312851], [0.803203, 0.815127, -1.234948], [0.081555, -1.396985, 0.946942], [-1.598111, 2.280847, 0.660100]], "atomic_forces_ev_per_a": [[-0.616, 0.004, 0.018], [-0.015, 0.165, 0.097], [1.388, -0.202, -0.502], [-0.096, -0.298, 0.373], [-1.003, -1.174, 1.209], [-0.591, 0.881, -0.012], [-0.257, 0.504, 0.022], [0.408, 0.081, 0.157], [0.242, 0.169, -0.161], [0.539, -0.130, -1.201]]}

---

[3]
{"formula": "C3H4O3Pm", "method": "ωB97M-V/def2-TZVPD", "e_lumo_ha": [-0.6680, -0.6065], "homo_lumo_gap_ev": [5.158, 6.874], "charge": 3, "multiplicity": 5, "symbols": ["C", "C", "O", "C", "O", "O", "H", "H", "H", "Pm", "H"], "xyz": [[-0.726482, 1.281973, 0.596481], [-0.795991, -0.034959, 1.106714], [-0.154675, -1.060738, 0.616645], [0.650509, -1.065625, -0.505021], [1.182539, 0.004307, -0.920083], [0.627533, -2.079976, -1.206123], [0.301012, 1.251348, -0.195451], [-1.143724, -0.230140, 2.125793], [-1.467333, 1.390830, -0.210565], [2.474121, -1.451532, -2.815628], [-0.947510, 1.994508, 1.407234]], "atomic_forces_ev_per_a": [[1.880, -0.439, -2.255], [1.536, 0.669, 1.002], [0.122, -0.971, -0.258], [-1.842, 2.511, -0.737], [2.038, -1.431, -0.919], [2.174, -1.509, -1.398], [-2.835, 1.107, 2.986], [-0.484, -0.436, -0.296], [-0.446, 0.210, -0.038], [-2.501, 0.172, 2.488], [0.358, 0.117, -0.575]]}

---

[4]
{"formula": "C3H4O3S", "method": "ωB97M-V/def2-TZVPD", "smiles": "O=C(O)C(=S)CO", "e_lumo_ha": -0.0509, "homo_lumo_gap_ev": 8.330, "charge": 0, "multiplicity": 1, "symbols": ["O", "C", "O", "C", "S", "C", "O", "H", "H", "H", "H"], "xyz": [[0.925882, -0.394368, 2.388298], [0.500654, 0.111401, 1.372655], [0.621677, 1.451728, 1.150148], [-0.162960, -0.584553, 0.213181], [-0.560865, -2.114278, 0.401350], [-0.301451, 0.149175, -1.108448], [-0.653638, -0.623066, -2.230070], [1.064743, 1.839608, 1.950036], [0.626491, 0.699351, -1.258989], [-1.056776, 0.982888, -0.955767], [-1.003755, -1.517886, -1.922395]], "atomic_forces_ev_per_a": [[-0.668, 0.218, -1.277], [0.847, 0.909, 1.312], [0.232, -0.087, 0.690], [0.219, -0.074, -0.592], [-0.349, -0.634, -0.067], [-0.975, 0.840, 0.490], [-0.259, -1.182, 0.958], [-0.489, -0.532, -0.883], [0.242, -0.186, -0.366], [0.540, -0.819, -0.009], [0.659, 1.547, -0.255]]}